[1]
ORCA calculation (ωB97M-V/def2-TZVPD) on C24H32AlBrCaClFIN2O11P as an isolated structure at a distorted geometry.

```
! wB97M-V def2-TZVPD RIJCOSX def2/J DEFGRID3
* xyz 0 1
C -3.7570 -6.0162 -3.7950
C -3.7908 -4.7878 -4.8113
O -2.5007 -4.1321 -4.7409
C -2.6818 -2.7507 -4.4280
C -2.8779 -2.4372 -2.8823
O -2.5318 -3.5510 -2.0257
C -1.6176 -3.0224 -1.0478
C -1.2965 -4.0395 0.1121
O 0.1040 -4.1644 0.4294
C 0.5087 -3.3126 1.4813
C 0.6900 -1.8230 0.9631
C 1.8843 -1.6419 0.1119
O 2.7225 -2.7770 -0.1338
N 3.5433 -2.8582 0.9217
O 4.2852 -3.7957 0.8002
C 2.1249 -0.3081 -0.4375
C 1.2088 0.8219 -0.1553
C 0.0342 0.6334 0.7138
C -0.8716 1.8356 1.0161
C -1.0161 2.2311 2.5691
C -0.2477 -0.6972 1.2641
P -1.7173 -1.1581 2.3394
C -3.1748 -0.0176 2.0384
O -1.1599 -0.9056 3.9485
C 1.5713 2.1578 -0.8226
O 0.7890 2.9879 -1.2512
C 3.1018 2.4530 -1.0228
I 3.9423 4.4130 -0.9900
C 3.9591 1.4050 -1.2616
C 3.4085 -0.0655 -1.3338
O 3.9284 -0.9431 -1.9743
H -4.3416 -5.7004 -2.8786
H -4.2791 -6.9135 -4.2211
H -2.7181 -6.2378 -3.4453
H -3.9418 -5.1245 -5.8702
H -4.5831 -4.0873 -4.4379
H -3.5372 -2.2845 -5.0096
H -1.7524 -2.2084 -4.7776
H -2.2370 -1.5311 -2.6542
H -3.9341 -2.1095 -2.6425
H -0.6666 -2.7664 -1.6181
H -2.0234 -2.0825 -0.5558
H -1.8329 -3.7397 1.0510
H -1.6576 -5.0756 -0.1537
H 1.5571 -3.6467 1.7611
H -0.0959 -3.3936 2.4211
H -0.5281 2.8077 0.4692
H -1.9056 1.5849 0.5346
H -0.1229 2.8249 2.9258
H -1.2778 1.3906 3.2568
H -1.9091 2.9835 2.6466
H -3.2903 0.2848 0.9511
H -3.1949 0.8707 2.7412
H -4.1093 -0.6072 2.2728
H -1.7839 -1.3566 4.5524
H 5.0507 1.5243 -1.4467
C 6.2422 8.2023 -1.6565
C 5.4780 7.6921 -0.3730
O 4.2714 7.9312 -0.3729
O 6.1809 7.1234 0.4556
H 5.5680 8.6968 -2.3535
H 7.0242 8.9224 -1.3402
H 6.7037 7.3462 -2.1588
C -0.2564 3.2331 6.2247
C -1.6979 3.2204 5.9814
N -2.8334 3.2099 5.7961
H 0.0745 2.3127 6.7081
H 0.3061 3.3334 5.2953
H 0.0318 4.0634 6.8711
Al 3.5443 -3.9772 3.0693
F 0.2314 -5.2670 3.2779
O -4.4113 -0.9350 -0.6007
H -5.1684 -1.4298 -0.2841
Ca -2.2009 4.0476 0.6945
Br 8.2400 8.8210 -2.8908
Cl 3.2219 4.3132 -3.8108
*
```

The value obtained for the electronic energy is -178593.543 eV. For the HOMO-LUMO gap, the calculation gives 0.0719 Eh.

[2]
ORCA calculation (ωB97M-V/def2-TZVPD) on one molecule with the formula C24H32BrN3O5.

```
! wB97M-V def2-TZVPD RIJCOSX def2/J DEFGRID3
* xyz 0 1
C 2.3333 0.9834 -2.8278
O 3.2117 0.3086 -1.9612
C 3.1358 -1.0607 -1.8898
C 2.2550 -1.8494 -2.6090
C 2.2599 -3.2278 -2.4421
C 3.1392 -3.8226 -1.5596
C 4.0302 -3.0459 -0.8356
C 4.0362 -1.6704 -0.9936
N 4.8804 -0.8163 -0.2781
C 5.4720 -1.0461 0.9216
O 5.6641 -2.1341 1.4149
C 5.9224 0.2407 1.6239
O 5.2982 1.4264 1.1781
C 3.9357 1.5325 1.0972
C 3.4895 2.6476 0.3995
C 2.1414 2.8538 0.1828
Br 1.6230 4.4010 -0.8015
C 1.1866 1.9620 0.6432
C -0.2846 2.1713 0.4012
N -1.0466 0.9666 0.6620
C -2.4744 1.1638 0.8024
C -3.2049 1.6521 -0.4569
C -4.7149 1.7038 -0.2280
N -5.2513 0.4114 0.1628
C -5.4020 -0.5013 -0.9574
C -5.8542 -1.8648 -0.4352
O -7.0704 -1.7705 0.2663
C -6.9475 -0.8673 1.3390
C -6.5230 0.5200 0.8569
C 1.6367 0.8645 1.3633
C 2.9821 0.6322 1.6107
O 3.4367 -0.4357 2.3267
C 2.5608 -1.5072 2.5895
H 2.4750 0.6718 -3.8670
H 2.5785 2.0397 -2.7347
H 1.2892 0.8275 -2.5387
H 1.5575 -1.4042 -3.3008
H 1.5668 -3.8290 -3.0106
H 3.1394 -4.8937 -1.4313
H 4.7171 -3.4931 -0.1369
H 4.8245 0.1440 -0.5944
H 6.9876 0.3999 1.4265
H 5.7871 0.0916 2.7002
H 4.2262 3.3357 0.0163
H -0.6433 2.9454 1.0908
H -0.4236 2.5617 -0.6217
H -0.8607 0.2782 -0.0618
H -2.9119 0.2097 1.1050
H -2.6308 1.8801 1.6139
H -2.8656 2.6542 -0.7264
H -2.9706 0.9850 -1.2899
H -5.2132 2.0928 -1.1336
H -4.9134 2.4033 0.5882
H -4.4441 -0.6141 -1.4662
H -6.1463 -0.1254 -1.6834
H -6.0288 -2.5567 -1.2610
H -5.0735 -2.2715 0.2259
H -7.9260 -0.8264 1.8202
H -6.2003 -1.2400 2.0561
H -6.4028 1.1802 1.7183
H -7.3110 0.9309 0.2003
H 0.8860 0.1902 1.7406
H 1.8084 -1.2351 3.3356
H 3.1963 -2.3009 2.9790
H 2.0694 -1.8533 1.6755
*
```

As for the energy above the lowest of the compared OMol25 structures with the same formula, charge and spin: 0.286 eV. Its SMILES is COc1ccccc1NC(=O)COc1cc(Br)c(CNCCCN2CCOCC2)cc1OC. The value obtained for the electronic energy is -110156.649 eV. For the HOMO-LUMO gap, the calculation gives 0.3155 Eh.

[3]
ORCA calculation (ωB97M-V/def2-TZVPD) on a 5-piece molecular cluster, C24H32BrN8 overall at a distorted geometry.

```
! wB97M-V def2-TZVPD RIJCOSX def2/J DEFGRID3
* xyz 1 1
C -1.9872 -3.1101 -3.1489
C -0.8605 -2.4846 -2.3730
Br 0.7612 -2.4294 -3.4703
C -0.5151 -3.2556 -1.0954
N 0.1691 -2.3661 -0.1528
C -0.3590 -1.8791 0.9285
N 0.3523 -1.0493 1.7131
N -1.6510 -2.1105 1.3417
N -2.6044 -1.1859 0.7342
H -2.8892 -3.1746 -2.5447
H -1.7563 -4.1088 -3.4826
H -2.2190 -2.4644 -3.9819
H -1.1434 -1.4819 -2.0929
H 0.1926 -4.0263 -1.3605
H -1.3747 -3.7503 -0.6721
H 1.1200 -2.1245 -0.4074
H 1.3057 -1.0070 1.3595
H -0.0318 -0.1112 1.5426
H -1.9259 -3.0785 1.2455
H -3.2547 -1.6665 0.1191
H -2.0634 -0.5491 0.1571
N -4.1319 3.3398 1.6869
C -3.7155 2.2688 1.0165
C -3.9357 2.0770 -0.3389
C -4.6317 3.0501 -1.0380
C -5.0749 4.1694 -0.3557
C -4.7982 4.2656 1.0005
H -3.1792 1.5302 1.6041
H -3.5711 1.1866 -0.8360
H -4.8256 2.9379 -2.0971
H -5.6225 4.9523 -0.8613
H -5.1240 5.1267 1.5730
N 1.4985 1.2072 0.1578
C 1.7568 1.2023 -1.1556
C 2.2762 2.2850 -1.8391
C 2.5401 3.4449 -1.1261
C 2.2763 3.4731 0.2329
C 1.7599 2.3351 0.8310
H 1.5329 0.2764 -1.6799
H 2.4687 2.2233 -2.9011
H 2.9453 4.3153 -1.6257
H 2.4648 4.3588 0.8216
H 1.5410 2.3177 1.8882
N 3.3712 -6.3806 -0.7993
C 3.8711 -7.4570 -1.4013
C 3.6844 -7.7426 -2.7472
C 2.9334 -6.8639 -3.5084
C 2.4026 -5.7384 -2.8970
C 2.6554 -5.5491 -1.5487
H 4.4499 -8.1195 -0.7680
H 4.1174 -8.6315 -3.1837
H 2.7638 -7.0516 -4.5608
H 1.8084 -5.0217 -3.4485
H 2.2681 -4.6761 -1.0277
N 1.2144 3.9448 3.3934
C 0.0258 4.4331 3.7507
C -0.1387 5.6023 4.4756
C 0.9929 6.3042 4.8559
C 2.2373 5.8124 4.4966
C 2.2919 4.6358 3.7682
H -0.8346 3.8515 3.4357
H -1.1282 5.9515 4.7351
H 0.9069 7.2211 5.4243
H 3.1453 6.3290 4.7745
H 3.2461 4.2164 3.4638
*
```

The value obtained for the electronic energy is -107362.238 eV. For the HOMO-LUMO gap, the calculation gives 0.3021 Eh.

[4]
ORCA calculation (ωB97M-V/def2-TZVPD) on C24H32ClN2ORhSi2Te as an isolated structure at a distorted geometry.

```
! wB97M-V def2-TZVPD RIJCOSX def2/J DEFGRID3
* xyz 2 5
Rh 0.3293 -1.6953 -0.9103
Cl 5.1407 -3.5804 4.2934
C 4.3710 -3.4994 2.8075
C 5.0922 -2.9387 1.6943
C 4.3627 -2.5451 0.6087
C 2.9429 -2.6116 0.6151
O 2.4034 -2.1560 -0.4042
C 2.2319 -3.1415 1.7860
C 0.8068 -3.0560 1.9006
N 0.0170 -2.4182 1.1268
C -1.4116 -2.4432 1.3343
C -1.8179 -2.3100 2.6343
C -3.2224 -2.2747 2.9355
C -4.1195 -2.2722 1.9268
C -3.6625 -2.1867 0.5227
C -4.5547 -1.9630 -0.5794
C -4.0070 -1.7817 -1.8345
C -2.6393 -1.9199 -2.0104
N -1.7854 -2.1996 -1.0052
C -2.2947 -2.3109 0.2399
C 2.9437 -3.7296 2.7890
H 6.2084 -2.8624 1.7336
H 4.7550 -2.1565 -0.3693
H 0.4374 -3.5395 2.7868
H -1.1746 -2.3302 3.4647
H -3.5101 -2.3003 4.0074
H -5.2148 -2.2090 2.0700
H -5.6360 -1.8667 -0.3851
H -4.6159 -1.5876 -2.7007
H -2.2690 -1.7493 -3.0562
H 2.5038 -4.1548 3.7130
C -0.4410 3.5455 1.8642
Si -1.8580 2.6675 1.1144
C -3.2858 3.8123 0.8092
C -2.3009 1.2071 2.1765
C -1.3573 2.1673 -0.6941
Te 0.3248 0.8633 -0.5138
C 1.9459 2.1508 -1.1938
Si 2.3043 2.0317 -3.0379
C 2.3368 0.1586 -3.4774
C 3.9579 2.8623 -3.2827
C 0.9376 2.8756 -3.8821
H -0.7396 4.0219 2.7835
H -0.0348 4.3629 1.1969
H 0.3513 2.9017 2.2412
H -3.4812 4.3335 1.7356
H -4.1627 3.3408 0.3976
H -2.9786 4.5428 0.0876
H -2.9767 1.5281 2.9411
H -1.4007 0.8062 2.7197
H -2.7433 0.3595 1.6280
H -0.9552 2.9291 -1.3564
H -2.0311 1.5215 -1.2606
H 2.7902 2.1722 -0.4992
H 1.4961 3.1714 -1.1472
H 2.7947 -0.4370 -2.6728
H 2.7645 -0.1064 -4.4315
H 1.3287 -0.2447 -3.5997
H 4.7009 2.1627 -3.0217
H 4.0746 3.8003 -2.7359
H 4.1527 3.0910 -4.3257
H -0.1074 2.5662 -3.6366
H 1.0595 2.6967 -4.9542
H 0.9228 3.9276 -3.7078
*
```

The value obtained for the electronic energy is -68998.351 eV. For the HOMO-LUMO gap (spin up / spin down), the calculation gives 0.2726 / 0.2156 Eh.

[5]
ORCA calculation (ωB97M-V/def2-TZVPD) on C24H32IN5NiS2Si2Te as an isolated structure at a distorted geometry.

```
! wB97M-V def2-TZVPD RIJCOSX def2/J DEFGRID3
* xyz 0 1
Ni 0.2338 0.2707 -0.2216
N -2.4308 1.0187 3.1399
C -2.4675 -0.3280 3.4381
C -3.1741 -1.0685 4.3777
C -2.9417 -2.4314 4.3911
C -2.0360 -3.0350 3.5059
C -1.3365 -2.2931 2.5745
C -1.5648 -0.9193 2.5424
N -1.0139 0.0492 1.7256
C -1.5442 1.1758 2.1096
C -1.2067 2.4077 1.4339
C -1.6782 3.6689 1.6310
S -0.9619 4.7252 0.4907
C -0.0856 3.4154 -0.1693
N -0.3024 2.2739 0.4075
H -2.9697 1.7422 3.5808
H -3.8707 -0.6092 5.0677
H -3.4697 -3.0512 5.1041
H -1.8889 -4.1060 3.5594
H -0.6366 -2.7440 1.8823
H -2.3982 4.0152 2.3557
H 0.5701 3.5098 -1.0256
I 3.1677 -3.0578 3.7430
C 2.6725 -1.5100 2.4790
C 2.8101 -0.1634 2.7140
N 2.3525 0.4545 1.6078
N 1.9014 -0.4052 0.6759
C 2.1108 -1.6092 1.1953
H 3.2008 0.3820 3.5563
H 2.2269 1.4368 1.4319
H 1.8513 -2.4933 0.6361
Te 0.2290 0.6829 -2.6552
C 2.1157 -0.0192 -3.2546
C 3.2724 0.0416 -2.5255
C 4.3964 -0.4757 -3.2146
C 4.0810 -0.9193 -4.4673
S 2.4195 -0.7083 -4.7956
H 3.2881 0.4261 -1.5144
H 5.3962 -0.5186 -2.8047
H 4.7464 -1.3495 -5.1996
C -1.0584 -4.2572 -1.8678
Si -0.0878 -2.7813 -2.5375
C 1.7107 -3.1081 -2.0750
C -0.3417 -2.7954 -4.4030
C -0.7278 -1.2096 -1.7336
Si -2.5840 -0.9023 -1.7800
C -3.4936 -2.0061 -0.5546
C -3.0536 0.8651 -1.2958
C -3.2828 -1.2507 -3.4913
H -0.5492 -5.1733 -2.1854
H -2.0828 -4.2994 -2.2428
H -1.0997 -4.2636 -0.7744
H 1.7612 -3.9533 -1.3811
H 2.1905 -2.2487 -1.6097
H 2.3010 -3.3748 -2.9562
H 0.3432 -3.5075 -4.8722
H -0.1709 -1.8206 -4.8635
H -1.3614 -3.0972 -4.6489
H -0.4318 -1.3881 -0.6648
H -3.1872 -1.8001 0.4742
H -3.3491 -3.0708 -0.7397
H -4.5670 -1.7983 -0.6250
H -3.1947 0.9161 -0.2120
H -3.9986 1.1467 -1.7707
H -2.3064 1.6148 -1.5612
H -3.3382 -2.3244 -3.6881
H -2.6760 -0.7955 -4.2771
H -4.2957 -0.8463 -3.5725
*
```

As for the energy above the lowest of the compared OMol25 structures with the same formula, charge and spin: 1.540 eV. The value obtained for the electronic energy is -126720.471 eV. For the HOMO-LUMO gap (spin up / spin down), the calculation gives 0.1893 / 0.1897 Eh.

[6]
ORCA calculation (ωB97M-V/def2-TZVPD) on C24H32N2O3 as an isolated structure at a distorted geometry.

```
! wB97M-V def2-TZVPD RIJCOSX def2/J DEFGRID3
* xyz 0 1
C -8.1040 -0.5149 -0.2693
H -8.1641 -1.5992 -0.3032
O -6.7225 -0.2471 -0.9528
C -6.4836 0.9718 -1.2234
C -6.0675 1.5923 -0.0959
N -5.0197 1.0237 0.7205
C -3.8195 1.5397 0.8736
O -3.5408 2.8414 0.2765
C -2.7007 0.7372 1.0814
H -2.9843 0.0446 1.9825
H -1.8680 1.5056 1.5563
C -2.3067 -0.0745 -0.0963
H -3.0557 -0.8510 -0.5334
C -1.1623 -1.1536 0.4473
C 0.1504 -0.6590 0.7015
C 1.0910 -1.7928 1.2771
N 1.3990 -2.8667 0.1214
C 0.0606 -3.3215 -0.2712
C -0.8445 -2.1103 -0.8103
H -1.9109 -2.6722 -0.8946
H -0.6515 -1.6708 -1.7149
H 0.1613 -3.8552 -1.0306
H -0.2933 -3.7413 0.5444
C 2.1155 -2.1381 -0.8463
C 3.5643 -1.7103 -0.7687
C 4.1775 -0.5829 -0.6598
C 5.3748 -0.5051 -0.1628
C 6.1583 -1.1643 0.3971
C 5.5152 -2.6360 0.6547
C 4.3566 -2.9166 0.1500
H 3.9097 -3.7529 0.1345
H 6.1513 -3.4038 0.8794
H 7.1415 -1.0521 0.8100
O 5.9268 0.7850 -0.3161
C 5.1537 1.9829 -0.2184
C 5.6729 3.3556 -0.9064
C 4.9706 4.3556 -1.0407
C 3.8081 4.4758 0.1853
C 3.3575 3.4050 0.6630
C 3.9439 2.2888 0.6808
H 3.8088 1.2361 1.3288
H 2.3601 3.5125 1.5115
H 3.1713 5.3460 0.0004
H 5.2443 5.0598 -1.4061
H 6.4115 3.1142 -1.6244
H 3.6774 0.1109 -1.1431
H 2.3185 -3.0847 -1.7365
H 1.8857 -1.4379 -1.4597
H 2.1581 -1.2431 1.3167
H 0.6627 -2.2659 2.0601
H 0.0693 0.0344 1.6644
H 0.5741 0.0256 -0.0287
H -1.4011 -1.7455 1.1597
H -1.7068 0.3812 -0.6738
H -4.9484 0.0487 0.9239
H -6.8732 1.9334 0.9860
H -5.7965 2.7162 -0.2834
H -5.7849 0.9569 -1.8469
H -7.3492 1.6253 -1.6529
H -8.7870 -0.0734 -0.6860
H -8.1554 -0.1633 0.5672
*
```

As for the energy above the lowest of the compared OMol25 structures with the same formula, charge and spin: 28.148 eV. The value obtained for the electronic energy is -34503.562 eV. For the HOMO-LUMO gap, the calculation gives 0.3051 Eh.